1.
ORCA calculation (ωB97M-V with the def2-TZVPD basis set) on a 2-piece molecular cluster, C4H9N2O4S3 overall in a non-equilibrium geometry.

XYZ file:
```
22
C4H9N2O4S3 ωB97M-V with the def2-TZVPD basis set
C 0.579 0.356 -1.042
C 2.323 0.120 1.557
C -2.152 2.092 -1.802
C 0.621 -2.450 0.017
N -0.615 0.331 -1.249
N 0.972 0.206 1.257
O -1.570 1.824 0.701
O -3.214 0.258 -0.506
O -1.284 -0.891 0.914
O 0.376 -1.672 2.521
S 2.038 0.444 -1.571
S -1.928 0.956 -0.400
S 0.108 -1.104 1.233
H 2.428 -0.824 2.193
H 3.023 -0.006 0.747
H 2.580 1.017 2.131
H -1.282 2.650 -1.723
H -2.111 1.759 -2.838
H -3.059 2.746 -1.623
H 1.702 -2.546 0.185
H 0.048 -3.276 0.326
H 0.416 -1.989 -1.030
```

largest force on an atom: 4.6 eV/A
M: 245.33 g mol⁻¹
net charge: -1
lowest unoccupied orbital energy: 3.0 eV
E_HOMO: -4.776 eV

2.
ORCA calculation (ωB97M-V with the def2-TZVPD basis set) on a 2-piece molecular cluster, C4H9N2O5P overall in a non-equilibrium geometry.

XYZ file:
```
21
C4H9N2O5P ωB97M-V with the def2-TZVPD basis set
C 3.291 -0.373 -0.096
C 0.394 0.710 -0.145
C 2.898 1.036 0.422
C 1.537 1.372 -0.218
N -1.731 -1.668 -1.097
N -2.473 -0.189 1.222
O 3.963 -0.625 -1.056
O 2.649 -1.366 0.530
O -0.085 -0.238 0.684
O -3.944 0.039 -1.099
O -0.767 0.933 -0.968
P -1.533 -0.282 -0.166
H 2.761 1.059 1.429
H 3.646 1.650 0.119
H 2.465 -1.260 1.466
H 1.579 2.119 -0.882
H -1.970 -2.428 -0.570
H -2.538 -1.449 -1.773
H -2.470 0.356 2.068
H -3.423 -0.328 1.084
H -4.248 0.930 -0.955
```

largest force on an atom: 4.7 eV/A
M: 196.10 g mol⁻¹
net charge: 0
lowest unoccupied orbital energy: 0.2 eV
E_HOMO: -8.735 eV

3.
ORCA calculation (ωB97M-V with the def2-TZVPD basis set) on an isolated ion of composition C4H9N2OS and charge -1 in a non-equilibrium geometry.

XYZ file:
```
17
C4H9N2OS ωB97M-V with the def2-TZVPD basis set
N -1.918 -1.267 0.389
C -1.761 -0.310 1.372
O -2.722 0.035 2.062
N -0.521 0.159 1.574
C 0.672 0.017 0.731
C 0.486 0.048 -0.807
C 1.670 0.764 -1.466
S 1.723 0.421 -3.269
H -1.198 -1.255 -0.317
H -2.862 -1.370 0.064
H -0.479 0.959 2.180
H 1.315 0.840 1.014
H 1.249 -0.871 0.973
H 0.483 -0.970 -1.184
H -0.402 0.612 -1.069
H 1.637 1.812 -1.140
H 2.629 0.377 -1.108
```

largest force on an atom: 1.6 eV/A
SMILES string: NC(=O)NCCC[S-]
M: 133.20 g mol⁻¹
net charge: -1
lowest unoccupied orbital energy: 3.4 eV
E_HOMO: -2.623 eV

4.
ORCA calculation (ωB97M-V with the def2-TZVPD basis set) on an isolated ion of composition C4H9N2OS and charge -2 in a non-equilibrium geometry.

XYZ file:
```
17
C4H9N2OS ωB97M-V with the def2-TZVPD basis set
O 0.585 -0.557 -1.016
C 0.243 -0.076 0.190
N -1.126 -0.421 0.720
C -1.766 -1.610 0.108
N -1.324 -2.408 -1.052
C 0.250 1.501 0.299
C 1.662 2.063 -0.001
S 2.907 1.888 1.316
H 1.020 -0.350 0.952
H -1.124 -2.023 0.951
H -2.833 -1.720 0.307
H -0.527 -2.932 -0.735
H -0.905 -1.740 -1.708
H -0.051 1.794 1.295
H -0.447 1.857 -0.474
H 1.491 3.127 -0.206
H 1.946 1.606 -0.947
```

largest force on an atom: 3.8 eV/A
M: 133.20 g mol⁻¹
net charge: -2
lowest unoccupied orbital energy (alpha / beta): 6.4 / 6.4 eV
multiplicity: 2
E_HOMO (alpha / beta): 1.062 / 0.937 eV

5.
ORCA calculation (ωB97M-V with the def2-TZVPD basis set) on an isolated ion of composition C4H9N2OS and charge +1 in a non-equilibrium geometry.

XYZ file:
```
17
C4H9N2OS ωB97M-V with the def2-TZVPD basis set
C -1.250 0.567 -0.638
C 1.364 0.500 -1.386
C 0.444 -0.806 0.473
C 1.112 -0.002 1.582
N -0.864 -0.386 0.175
N -2.567 1.036 -0.699
O 0.630 -2.069 0.208
S -0.138 1.231 -1.795
H 1.858 1.072 -0.550
H 1.909 0.070 -2.347
H 0.425 0.201 2.404
H 1.566 0.877 1.269
H 1.875 -0.643 2.205
H -1.566 -1.034 0.511
H -3.308 0.470 -0.350
H -2.932 1.302 -1.580
H 1.443 -2.388 0.516
```

largest force on an atom: 4.6 eV/A
M: 133.20 g mol⁻¹
net charge: +1
lowest unoccupied orbital energy (alpha / beta): -4.2 / -4.2 eV
E_HOMO (alpha / beta): -12.340 / -12.341 eV

6.
ORCA calculation (ωB97M-V with the def2-TZVPD basis set) on an isolated ion of composition C4H9N2OS2 and charge +1 in a non-equilibrium geometry.

XYZ file:
```
18
C4H9N2OS2 ωB97M-V with the def2-TZVPD basis set
C -3.007 0.281 -0.184
S -1.644 1.368 -0.406
C -0.256 0.389 0.054
C 0.146 -0.807 -0.331
O -0.609 -1.732 -0.953
N 1.532 -1.022 0.075
C 1.970 0.202 0.603
S 2.847 1.003 -0.761
N 0.811 1.109 0.909
H -3.810 0.785 -0.863
H -3.368 0.262 0.807
H -2.739 -0.806 -0.542
H -0.026 -2.317 -1.331
H 1.638 -1.776 0.807
H 2.611 0.090 1.480
H 2.589 0.044 -1.656
H 0.934 2.043 0.470
H 0.381 0.886 1.822
```

largest force on an atom: 4.0 eV/A
SMILES string: CSC1=C(O)N[C@@H](S)[NH2+]1
M: 165.26 g mol⁻¹
net charge: +1
lowest unoccupied orbital energy: -3.4 eV
E_HOMO: -12.459 eV

7.
ORCA calculation (ωB97M-V with the def2-TZVPD basis set) on a 2-piece molecular cluster, C4H9N2OS2 overall in a non-equilibrium geometry.

XYZ file:
```
18
C4H9N2OS2 ωB97M-V with the def2-TZVPD basis set
C -0.091 0.326 0.905
C 0.526 -0.398 0.003
C -3.067 0.157 -0.022
C 3.434 -0.427 0.019
N -2.001 0.765 -0.348
N 0.407 -0.500 -1.360
O -0.473 0.415 2.171
S -3.059 -1.299 0.968
S 2.016 -1.305 0.809
H -3.926 0.483 -0.577
H 3.712 0.442 0.681
H 3.441 0.141 -0.885
H 4.268 -1.089 0.014
H -1.851 1.556 -0.872
H 0.848 -1.316 -1.782
H -0.416 -0.092 -1.662
H -0.227 1.150 2.745
H -4.084 -1.892 0.320
```

largest force on an atom: 5.1 eV/A
M: 165.26 g mol⁻¹
net charge: +1
lowest unoccupied orbital energy: -4.5 eV
E_HOMO: -12.923 eV

8.
ORCA calculation (ωB97M-V with the def2-TZVPD basis set) on an isolated ion of composition C4H9N2S and charge +1 in a non-equilibrium geometry.

XYZ file:
```
16
C4H9N2S ωB97M-V with the def2-TZVPD basis set
H -2.264 2.299 -1.296
N -1.376 1.872 -1.031
C -0.694 0.951 -1.478
N 0.762 0.861 -0.899
C 1.057 -0.605 -0.783
S -0.522 -1.359 -0.158
C -0.533 -1.490 1.614
C 0.114 -0.633 2.380
H -0.976 0.276 -2.387
H 0.562 1.279 -0.014
H 1.355 1.375 -1.427
H 1.099 -1.030 -1.821
H 1.832 -0.845 -0.064
H -0.939 -2.466 1.922
H 0.070 -0.798 3.443
H 0.452 0.314 1.998
```

largest force on an atom: 5.3 eV/A
SMILES string: [H]/N=C/[NH2+]CSC=C
M: 117.20 g mol⁻¹
net charge: +1
lowest unoccupied orbital energy: -3.5 eV
E_HOMO: -13.056 eV

9.
ORCA calculation (ωB97M-V with the def2-TZVPD basis set) on C4H9N3 in the gas phase.

XYZ file:
```
16
C4H9N3 ωB97M-V with the def2-TZVPD basis set
C -1.780 -0.451 -0.236
C -0.374 -0.331 0.330
C 0.572 -1.524 0.097
N 1.915 -0.943 -0.018
C 1.726 0.287 -0.239
N 0.418 0.738 -0.277
N 0.101 2.040 0.187
H -1.758 -0.592 -1.334
H -2.353 0.456 -0.036
H -2.310 -1.282 0.246
H -0.445 -0.131 1.397
H 0.320 -2.035 -0.853
H 0.495 -2.260 0.897
H 2.538 1.001 -0.399
H 0.823 2.355 0.842
H 0.111 2.672 -0.605
```

largest force on an atom: 0.7 eV/A
SMILES string: C[C@H]1CN=CN1N
M: 99.14 g mol⁻¹
net charge: 0
lowest unoccupied orbital energy: 1.0 eV
E_HOMO: -8.773 eV

10.
ORCA calculation (ωB97M-V with the def2-TZVPD basis set) on C4H9N3 in the gas phase in a non-equilibrium geometry.

XYZ file:
```
16
C4H9N3 ωB97M-V with the def2-TZVPD basis set
C 0.315 -0.845 -1.857
N -0.109 -0.231 -0.602
C -1.103 0.655 -0.532
N -1.684 1.266 0.535
N -1.159 0.360 1.679
C 0.358 0.415 1.614
C 0.742 -0.527 0.456
H 0.111 -1.922 -1.853
H 1.477 -0.487 -2.080
H -0.132 -0.249 -2.614
H -1.220 0.893 -1.615
H -1.366 0.916 2.428
H 0.600 1.492 1.023
H 0.772 0.182 2.609
H 0.566 -1.552 0.608
H 1.831 -0.365 0.201
```

largest force on an atom: 5.4 eV/A
SMILES string: CN1C=NNCC1
M: 99.14 g mol⁻¹
net charge: 0
lowest unoccupied orbital energy: 0.8 eV
E_HOMO: -8.124 eV

11.
ORCA calculation (ωB97M-V with the def2-TZVPD basis set) on C4H9N3 as an isolated structure in a non-equilibrium geometry.

XYZ file:
```
16
C4H9N3 ωB97M-V with the def2-TZVPD basis set
C -0.193 0.760 -0.404
C 0.928 -1.556 0.124
C -1.093 0.147 -1.468
N 0.365 -0.267 0.395
N -0.454 0.502 1.696
C 1.339 1.319 0.405
N 2.469 1.553 0.639
H -0.646 1.749 -0.265
H -0.525 1.399 2.181
H -1.414 0.157 1.739
H 1.231 -2.028 1.064
H 1.835 -1.508 -0.485
H 0.219 -2.199 -0.411
H -2.048 0.680 -1.501
H -1.413 -0.877 -1.263
H -0.599 0.169 -2.446
```

largest force on an atom: 5.9 eV/A
M: 99.14 g mol⁻¹
net charge: 0
lowest unoccupied orbital energy: -0.2 eV
E_HOMO: -7.460 eV

12.
ORCA calculation (ωB97M-V with the def2-TZVPD basis set) on C4H9N3 in the gas phase in a non-equilibrium geometry.

XYZ file:
```
16
C4H9N3 ωB97M-V with the def2-TZVPD basis set
H 2.483 -1.237 -0.103
N 1.698 -0.555 -0.209
C 0.900 -0.431 0.605
N 0.898 -1.137 1.822
C -0.027 0.651 0.281
C -0.238 1.446 -1.025
N -0.952 0.453 -1.759
C -1.361 -0.174 -0.397
H 1.276 -2.096 1.909
H -0.101 -1.195 2.305
H -0.307 1.299 1.068
H -0.970 2.355 -0.780
H 0.582 2.133 -1.687
H -0.198 -0.393 -1.865
H -1.299 -1.283 -0.242
H -2.386 0.164 0.078
```

largest force on an atom: 14.4 eV/A
SMILES string: [H]/N=C(\N)C1CNC1
M: 99.14 g mol⁻¹
net charge: 0
lowest unoccupied orbital energy: 0.8 eV
E_HOMO: -9.053 eV

What did the sixth record say?
ORCA calculation (ωB97M-V with the def2-TZVPD basis set) on an isolated ion of composition C4H9N2OS2 and charge +1 in a non-equilibrium geometry.

XYZ file:
```
18
C4H9N2OS2 ωB97M-V with the def2-TZVPD basis set
C -3.007 0.281 -0.184
S -1.644 1.368 -0.406
C -0.256 0.389 0.054
C 0.146 -0.807 -0.331
O -0.609 -1.732 -0.953
N 1.532 -1.022 0.075
C 1.970 0.202 0.603
S 2.847 1.003 -0.761
N 0.811 1.109 0.909
H -3.810 0.785 -0.863
H -3.368 0.262 0.807
H -2.739 -0.806 -0.542
H -0.026 -2.317 -1.331
H 1.638 -1.776 0.807
H 2.611 0.090 1.480
H 2.589 0.044 -1.656
H 0.934 2.043 0.470
H 0.381 0.886 1.822
```

largest force on an atom: 4.0 eV/A
SMILES string: CSC1=C(O)N[C@@H](S)[NH2+]1
M: 165.26 g mol⁻¹
net charge: +1
lowest unoccupied orbital energy: -3.4 eV
E_HOMO: -12.459 eV